Entry 1:
A cluster of 18 separate species, C27H70F3N20O37S in total at a distorted geometry. Source: the Open Molecules 2025 dataset; level of theory: wB97M-V/def2-TZVPD.

Properties
* frontier orbital gap: 9.7 eV
* net charge: +1
* DFT total energy: -153627.517 eV

Each line ends with the Löwdin charge.
Cartesian coordinates (Å):
C1 -1.64 -3.83 -4.33  -0.028
C2 -0.43 -3.21 -3.63  -0.326
C3 0.88 -3.69 -4.29  -0.025
N1 1.76 -4.37 -3.30  -0.061
C4 3.04 -4.87 -3.88  -0.015
C5 2.82 -5.87 -5.02  -0.447
O1 2.92 -5.46 -6.17  0.101
N2 2.63 -7.20 -4.69  -0.101
C6 1.97 -7.93 -5.80  -0.023
C7 1.86 -7.42 -3.44  -0.060
C8 1.98 -3.41 -2.18  -0.071
C9 0.69 -3.44 -1.38  -0.343
S1 0.57 -2.09 -0.19  0.786
O2 -0.77 -2.17 0.33  -0.261
O3 1.63 -2.17 0.77  -0.272
C10 0.69 -0.45 -1.10  -0.650
F1 0.96 -0.66 -2.39  0.143
F2 1.65 0.28 -0.54  0.152
F3 -0.46 0.17 -0.97  0.169
N3 -0.47 -3.62 -2.21  0.034
H1 -1.46 -3.90 -5.40  0.087
H2 -2.53 -3.22 -4.21  0.089
H3 -1.80 -4.85 -3.97  0.090
H4 -0.54 -2.14 -3.76  0.136
H5 0.73 -4.32 -5.17  0.134
H6 1.45 -2.82 -4.62  0.146
H7 1.28 -5.16 -2.87  0.148
H8 3.57 -4.01 -4.28  0.155
H9 3.66 -5.30 -3.09  0.112
H10 1.11 -7.37 -6.17  0.098
H11 2.67 -8.11 -6.61  0.095
H12 1.61 -8.87 -5.41  0.087
H13 2.33 -6.91 -2.60  0.063
H14 1.81 -8.48 -3.21  0.069
H15 0.84 -7.02 -3.56  0.104
H16 2.26 -2.45 -2.60  0.134
H17 2.81 -3.77 -1.59  0.119
H18 0.75 -4.29 -0.70  0.117
H19 -1.30 -3.28 -1.75  0.133
C11 -3.22 1.85 -0.65  0.011
N4 -4.47 1.62 -1.42  -0.444
O4 -5.24 2.54 -1.54  0.084
O5 -4.62 0.51 -1.89  0.046
H20 -3.21 2.87 -0.30  0.071
H21 -3.22 1.14 0.17  0.074
H22 -2.40 1.66 -1.33  0.079
C12 -1.38 6.09 0.25  0.065
N5 -1.39 5.54 -1.13  -0.428
O6 -1.23 6.31 -2.05  0.068
O7 -1.58 4.35 -1.26  0.052
H23 -1.21 7.16 0.20  0.092
H24 -2.35 5.87 0.69  0.107
H25 -0.59 5.58 0.79  0.100
C13 4.31 0.19 1.52  0.037
N6 5.80 0.19 1.53  -0.456
O8 6.36 0.02 0.47  0.062
O9 6.34 0.36 2.60  0.084
H26 3.98 0.03 0.50  0.070
H27 3.97 -0.60 2.18  0.097
H28 3.98 1.16 1.90  0.105
C14 -2.21 9.27 -2.93  0.059
N7 -2.50 10.01 -1.68  -0.432
O10 -3.65 10.06 -1.29  0.070
O11 -1.55 10.51 -1.11  0.039
H29 -3.14 8.88 -3.32  0.103
H30 -1.75 9.97 -3.62  0.106
H31 -1.53 8.48 -2.66  0.068
C15 3.87 1.66 -3.29  0.053
N8 3.72 0.99 -4.62  -0.451
O12 4.00 1.62 -5.60  0.103
O13 3.32 -0.16 -4.62  0.025
H32 4.24 2.66 -3.46  0.100
H33 2.90 1.66 -2.82  0.085
H34 4.58 1.07 -2.72  0.101
C16 2.46 -5.33 2.01  0.060
N9 2.22 -5.74 0.60  -0.416
O14 3.03 -5.41 -0.26  0.030
O15 1.21 -6.36 0.35  0.078
H35 3.39 -4.78 2.04  0.108
H36 1.62 -4.71 2.31  0.065
H37 2.49 -6.23 2.62  0.074
C17 -1.64 11.28 1.99  0.039
N10 -1.94 12.02 3.25  -0.449
O16 -3.10 12.08 3.61  0.051
O17 -1.01 12.53 3.82  0.073
H38 -2.56 10.89 1.59  0.078
H39 -1.18 11.98 1.30  0.089
H40 -0.94 10.49 2.24  0.103
C18 0.45 -1.00 3.26  0.024
N11 0.12 -0.34 4.55  -0.445
O18 -1.05 -0.27 4.87  0.058
O19 1.05 0.08 5.21  0.082
H41 -0.48 -1.32 2.80  0.083
H42 0.97 -0.29 2.65  0.091
H43 1.08 -1.86 3.48  0.084
C19 -6.21 9.84 1.18  0.036
N12 -5.50 8.55 1.44  -0.451
O20 -4.86 8.45 2.47  0.048
O21 -5.60 7.69 0.60  0.057
H44 -6.03 10.50 2.01  0.089
H45 -5.81 10.24 0.26  0.075
H46 -7.27 9.62 1.07  0.107
C20 2.19 -9.52 5.42  0.061
N13 1.86 -8.81 4.15  -0.431
O22 2.08 -7.62 4.10  0.043
O23 1.37 -9.46 3.25  0.070
H47 2.60 -8.80 6.12  0.057
H48 1.26 -9.95 5.79  0.106
H49 2.90 -10.30 5.17  0.106
C21 -5.44 1.12 3.71  0.055
N14 -5.12 1.07 2.26  -0.438
O24 -4.91 -0.01 1.75  0.066
O25 -5.08 2.13 1.67  0.070
H50 -5.44 0.11 4.09  0.093
H51 -4.68 1.73 4.19  0.102
H52 -6.42 1.58 3.81  0.104
C22 -1.20 14.63 -1.48  0.049
N15 -1.17 13.69 -2.64  -0.456
O26 -0.09 13.31 -3.04  0.066
O27 -2.24 13.36 -3.10  0.059
H53 -0.18 14.83 -1.18  0.094
H54 -1.70 15.53 -1.81  0.102
H55 -1.77 14.14 -0.69  0.087
C23 -1.68 -4.05 4.72  0.067
N16 -0.21 -4.13 4.95  -0.416
O28 0.53 -4.26 3.99  0.029
O29 0.17 -4.04 6.10  0.084
H56 -1.85 -4.14 3.65  0.098
H57 -2.13 -4.87 5.27  0.106
H58 -2.02 -3.10 5.10  0.099
C24 5.90 -9.15 -3.30  0.064
N17 4.96 -8.23 -2.61  -0.427
O30 4.12 -8.70 -1.88  0.069
O31 5.10 -7.04 -2.82  0.050
H59 5.65 -10.16 -3.02  0.099
H60 5.77 -8.99 -4.37  0.105
H61 6.91 -8.88 -2.99  0.106
C25 0.14 -11.20 -1.07  0.056
N18 0.27 -11.10 -2.55  -0.443
O32 0.60 -12.08 -3.16  0.090
O33 0.05 -10.01 -3.04  0.027
H62 0.36 -12.22 -0.78  0.097
H63 0.83 -10.49 -0.63  0.100
H64 -0.89 -10.93 -0.82  0.103
C26 -5.25 14.27 1.51  0.054
N19 -5.68 13.62 0.25  -0.442
O34 -5.17 13.99 -0.79  0.075
O35 -6.53 12.76 0.34  0.050
H65 -4.50 15.01 1.28  0.093
H66 -6.13 14.72 1.96  0.104
H67 -4.85 13.49 2.16  0.080
C27 2.95 -4.93 7.88  0.057
N20 3.17 -6.36 8.23  -0.438
O36 3.31 -6.66 9.39  0.094
O37 3.19 -7.15 7.30  0.031
H68 2.96 -4.36 8.80  0.099
H69 3.76 -4.64 7.21  0.104
H70 2.00 -4.86 7.37  0.070

---

Entry 2:
A cluster of 11 separate species, C27H70FN23O13PS in total at a distorted geometry. Source: the Open Molecules 2025 dataset; level of theory: wB97M-V/def2-TZVPD.

Properties
* frontier orbital gap: 7.8 eV
* net charge: +1
* DFT total energy: -112868.783 eV

Each line ends with the Löwdin charge.
Cartesian coordinates (Å):
C1 2.44 -3.48 -3.67  0.125
C2 2.02 -3.31 -2.55  -0.144
C3 1.45 -3.18 -1.19  -0.203
C4 0.30 -4.20 -0.97  -0.156
C5 -1.03 -3.83 -1.68  -0.140
N1 -2.08 -3.62 -0.66  -0.120
P1 -2.93 -5.09 -0.07  0.449
S1 -2.11 -5.84 1.50  0.245
C6 -2.41 -2.46 -0.17  -0.330
N2 -1.77 -1.30 -0.60  0.038
C7 -2.38 -0.68 -1.80  -0.036
N3 -3.43 -2.45 0.77  -0.095
C8 -3.05 -1.85 2.07  -0.125
C9 -3.12 -0.31 2.19  -0.154
C10 -1.82 0.47 1.85  -0.203
C11 -0.51 -0.14 2.37  -0.207
C12 0.68 0.82 2.30  -0.144
C13 1.01 1.33 0.87  -0.141
O1 0.71 0.35 -0.18  -0.094
C14 1.61 0.61 -1.20  -0.521
C15 2.96 -0.10 -1.16  0.022
O2 1.35 1.37 -2.09  0.110
C16 -4.74 -2.10 0.25  -0.083
C17 -5.87 -2.71 1.06  -0.441
O3 -5.71 -3.53 1.90  0.166
F1 -7.15 -2.37 0.79  0.101
H1 2.71 -3.36 -4.71  0.036
H2 2.21 -3.38 -0.43  0.130
H3 1.14 -2.13 -1.02  0.079
H4 0.67 -5.20 -1.25  0.128
H5 0.12 -4.24 0.11  0.090
H6 -1.36 -4.68 -2.30  0.116
H7 -0.95 -2.97 -2.36  0.124
H8 -2.83 -5.98 -1.17  0.009
H9 -4.30 -4.80 0.05  -0.019
H10 -0.76 -1.39 -0.66  0.097
H11 -3.28 -0.13 -1.48  0.087
H12 -2.71 -1.41 -2.55  0.092
H13 -1.72 0.09 -2.23  0.103
H14 -3.74 -2.26 2.82  0.120
H15 -2.07 -2.27 2.34  0.126
H16 -3.94 0.16 1.62  0.106
H17 -3.35 -0.09 3.24  0.120
H18 -1.92 1.46 2.35  0.125
H19 -1.73 0.73 0.78  0.092
H20 -0.62 -0.57 3.38  0.124
H21 -0.26 -1.01 1.71  0.091
H22 0.57 1.71 2.96  0.099
H23 1.57 0.25 2.62  0.118
H24 2.10 1.52 0.82  0.085
H25 0.48 2.26 0.64  0.141
H26 3.14 -0.49 -0.14  0.098
H27 3.04 -0.90 -1.91  0.074
H28 3.79 0.60 -1.36  0.090
H29 -4.91 -1.02 0.08  0.129
H30 -4.83 -2.57 -0.75  0.149
C18 0.88 4.37 5.00  -0.680
O4 0.28 3.59 4.29  -0.003
N4 0.38 4.80 6.20  0.150
N5 2.10 4.88 4.67  0.164
H31 0.86 5.45 6.80  0.096
H32 -0.51 4.45 6.47  0.101
H33 2.50 4.59 3.80  0.101
H34 2.61 5.53 5.24  0.076
C19 5.83 5.57 4.41  -0.682
O5 4.90 6.14 4.96  0.019
N6 6.75 6.23 3.65  0.158
N7 6.03 4.22 4.53  0.153
H35 7.53 5.77 3.20  0.087
H36 6.64 7.22 3.55  0.104
H37 5.37 3.71 5.09  0.103
H38 6.79 3.73 4.10  0.091
C20 4.16 3.54 -0.15  -0.659
O6 3.80 2.68 0.64  0.008
N8 5.19 4.39 0.12  0.167
N9 3.57 3.73 -1.36  0.181
H39 5.51 5.11 -0.50  0.075
H40 5.65 4.28 1.01  0.095
H41 2.80 3.12 -1.61  0.077
H42 3.86 4.43 -2.02  0.103
C21 -6.11 -7.18 -0.18  -0.665
O7 -4.97 -7.06 0.28  -0.064
N10 -6.49 -8.34 -0.78  0.160
N11 -7.05 -6.21 -0.15  0.187
H43 -7.40 -8.50 -1.18  0.104
H44 -5.80 -9.08 -0.82  0.098
H45 -6.80 -5.35 0.29  0.076
H46 -7.97 -6.32 -0.54  0.051
C22 -7.66 -0.43 4.87  -0.687
O8 -7.90 -0.03 5.99  0.041
N12 -6.60 -1.25 4.60  0.156
N13 -8.43 -0.11 3.78  0.148
H47 -6.38 -1.62 3.69  0.059
H48 -6.01 -1.51 5.37  0.106
H49 -9.22 0.48 3.95  0.105
H50 -8.25 -0.44 2.85  0.078
C23 8.02 6.67 -2.10  -0.681
O9 7.09 7.21 -1.51  0.001
N14 8.94 7.36 -2.83  0.165
N15 8.19 5.32 -2.06  0.170
H51 9.71 6.93 -3.31  0.101
H52 8.84 8.36 -2.88  0.111
H53 7.53 4.80 -1.53  0.093
H54 8.93 4.83 -2.53  0.099
C24 8.11 9.75 1.57  -0.694
O10 8.46 10.00 2.72  0.020
N16 8.33 8.54 0.99  0.155
N17 7.47 10.66 0.78  0.151
H55 8.05 8.31 0.05  0.047
H56 8.79 7.85 1.55  0.093
H57 7.29 11.57 1.18  0.104
H58 7.18 10.47 -0.16  0.091
C25 -10.64 -5.88 -1.84  -0.661
O11 -9.83 -6.44 -1.11  -0.001
N18 -10.89 -4.55 -1.76  0.161
N19 -11.36 -6.56 -2.77  0.162
H59 -11.55 -4.07 -2.35  0.101
H60 -10.37 -4.02 -1.08  0.105
H61 -11.20 -7.54 -2.85  0.109
H62 -12.03 -6.12 -3.37  0.102
C26 7.98 3.59 -5.52  -0.686
O12 7.99 2.84 -4.56  0.018
N20 7.78 3.15 -6.80  0.153
N21 8.18 4.94 -5.40  0.155
H63 7.77 3.75 -7.60  0.095
H64 7.63 2.17 -6.92  0.106
H65 8.34 5.28 -4.47  0.044
H66 8.19 5.58 -6.17  0.098
C27 -3.15 -8.82 -3.77  -0.685
O13 -2.34 -7.92 -3.65  0.007
N22 -4.37 -8.79 -3.15  0.149
N23 -2.92 -9.93 -4.54  0.154
H67 -5.06 -9.52 -3.23  0.091
H68 -4.57 -7.99 -2.58  0.075
H69 -2.03 -9.98 -5.01  0.107
H70 -3.57 -10.68 -4.65  0.096

---

Entry 3:
A cluster of 7 separate species, C27H70N2O9 in total at a distorted geometry. Source: the Open Molecules 2025 dataset; level of theory: wB97M-V/def2-TZVPD.

Properties
* frontier orbital gap: 9.3 eV
* SMILES: COCCNCCOC.COCCNCCOC.CC(C)O.CC(C)O.CC(C)O.CC(C)O.CC(C)O
* DFT total energy: -50537.277 eV
* relative energy (zero: lowest compared OMol25 entry of this formula, charge and spin): 232.49 kJ/mol

Each line ends with the Löwdin charge.
Cartesian coordinates (Å):
C1 2.02 -1.03 -3.44  -0.104
O1 1.52 -1.87 -2.39  -0.257
C2 1.66 -3.27 -2.78  -0.170
C3 0.90 -3.99 -1.67  -0.219
N1 1.74 -4.24 -0.51  -0.047
C4 1.15 -5.22 0.41  -0.209
C5 2.10 -5.81 1.44  -0.273
O2 3.09 -6.54 0.81  -0.165
C6 3.89 -7.24 1.78  -0.103
H1 2.23 0.01 -3.11  0.079
H2 1.30 -0.96 -4.33  0.112
H3 2.97 -1.38 -3.77  0.073
H4 2.74 -3.61 -2.76  0.138
H5 1.27 -3.32 -3.82  0.123
H6 0.66 -4.97 -2.01  0.103
H7 -0.02 -3.39 -1.49  0.126
H8 1.93 -3.34 -0.02  0.111
H9 0.78 -6.07 -0.14  0.105
H10 0.22 -4.83 0.91  0.134
H11 1.44 -6.48 2.04  0.125
H12 2.51 -5.10 2.17  0.114
H13 4.75 -7.72 1.25  0.103
H14 3.47 -8.07 2.32  0.064
H15 4.19 -6.58 2.61  0.083
C7 -4.92 -2.42 2.92  -0.134
O3 -5.01 -1.05 2.65  -0.184
C8 -3.80 -0.39 2.95  -0.246
C9 -3.61 0.86 2.17  -0.174
N2 -2.24 1.41 2.50  -0.035
C10 -2.32 2.72 3.13  -0.231
C11 -0.95 3.16 3.53  -0.254
O4 -0.18 3.17 2.36  -0.208
C12 1.23 3.32 2.57  -0.061
H16 -4.06 -2.84 2.32  0.103
H17 -5.88 -2.81 2.59  0.079
H18 -4.86 -2.65 4.02  0.101
H19 -2.95 -1.03 2.79  0.104
H20 -3.81 -0.09 3.98  0.120
H21 -4.33 1.66 2.33  0.115
H22 -3.58 0.70 1.06  0.113
H23 -1.66 1.53 1.67  0.070
H24 -3.00 2.68 3.99  0.126
H25 -2.72 3.57 2.44  0.148
H26 -0.49 2.38 4.16  0.116
H27 -0.85 4.09 4.09  0.124
H28 1.48 4.26 2.97  0.066
H29 1.68 3.22 1.62  0.066
H30 1.55 2.59 3.32  0.085
C13 -3.79 -2.29 -2.73  -0.064
C14 -3.38 -1.42 -3.89  -0.465
C15 -3.29 0.02 -3.50  -0.085
O5 -1.97 -1.71 -4.29  -0.094
H31 -3.31 -2.01 -1.77  0.080
H32 -3.54 -3.30 -2.92  0.063
H33 -4.89 -2.18 -2.62  0.091
H34 -4.05 -1.66 -4.75  0.144
H35 -2.38 0.16 -2.83  0.080
H36 -4.14 0.32 -2.90  0.075
H37 -3.21 0.59 -4.45  0.098
H38 -1.93 -2.49 -4.87  0.082
C16 0.92 1.03 -0.37  -0.045
C17 0.16 -0.03 0.39  -0.450
C18 -1.18 -0.33 -0.26  -0.060
O6 0.91 -1.27 0.41  -0.108
H39 0.73 0.91 -1.42  0.061
H40 1.98 1.03 -0.18  0.082
H41 0.64 2.07 -0.17  0.068
H42 0.10 0.24 1.46  0.115
H43 -1.84 0.51 -0.50  0.056
H44 -1.84 -1.05 0.25  0.079
H45 -0.95 -0.81 -1.25  0.084
H46 1.22 -1.44 -0.55  0.081
C19 -1.31 5.18 -2.79  -0.047
C20 -2.64 4.48 -2.47  -0.481
C21 -2.37 3.09 -2.06  -0.062
O7 -3.23 5.15 -1.37  -0.040
H47 -0.65 5.18 -2.01  0.048
H48 -1.51 6.24 -3.06  0.091
H49 -0.86 4.76 -3.65  0.063
H50 -3.25 4.53 -3.34  0.127
H51 -3.17 2.36 -2.11  0.067
H52 -1.94 3.14 -1.09  0.074
H53 -1.59 2.67 -2.66  0.075
H54 -3.60 6.00 -1.61  0.083
C22 5.55 4.20 -2.17  -0.067
C23 4.22 3.70 -2.65  -0.514
C24 3.05 4.69 -2.38  -0.047
O8 4.18 3.52 -4.05  -0.057
H55 5.85 5.09 -2.67  0.073
H56 6.29 3.40 -2.32  0.090
H57 5.49 4.38 -1.10  0.090
H58 4.06 2.73 -2.18  0.127
H59 2.13 4.32 -2.90  0.079
H60 3.29 5.67 -2.83  0.087
H61 2.80 4.78 -1.36  0.051
H62 5.07 3.77 -4.36  0.091
C25 2.69 -1.56 3.77  -0.059
C26 1.80 -0.42 4.14  -0.493
C27 0.35 -0.83 4.38  -0.054
O9 2.33 0.28 5.29  -0.063
H63 2.22 -2.15 3.03  0.044
H64 2.82 -2.23 4.65  0.094
H65 3.65 -1.22 3.30  0.104
H66 1.81 0.37 3.36  0.121
H67 -0.32 0.01 4.67  0.076
H68 0.32 -1.55 5.18  0.067
H69 -0.17 -1.26 3.53  0.068
H70 2.45 -0.38 5.97  0.074

---

Which of these has the highest frontier orbital gap?
C27H70F3N20O37S